88
Properties=species:S:1:pos:R:3 method="wB97M-V/def2-TZVPD" s2=2.00 total_charge=-1 homo_energy_ev="-4.700 / -4.677" multiplicity=3 orbital_gap_ev="6.73 / 6.71" lumo_ev="2.03 / 2.03" de_lowest_kcal_mol=0.0
Ni 0.96573 0.59149 -1.02803
Cl -0.05430 7.47114 -1.13195
C 0.64058 5.87452 -0.98011
C 1.86350 5.72466 -0.38953
C 2.43830 4.45423 -0.22994
I 4.29025 4.25809 0.70382
C 1.79820 3.28327 -0.64489
O 2.25174 2.10540 -0.46870
C 0.50865 3.47592 -1.28920
N -0.12042 2.33585 -1.66112
C -1.30229 2.40231 -2.22776
C -1.94619 3.62974 -2.46137
C -1.34192 4.79313 -2.07547
C -0.07357 4.74871 -1.45947
H 2.39500 6.59838 -0.03565
H -1.77311 1.46460 -2.49379
H -2.91799 3.63349 -2.93576
H -1.82252 5.74989 -2.23139
N -0.65460 -7.08599 -1.56916
C -0.86882 -5.73474 -1.86249
C -2.15755 -5.26832 -2.12506
C -2.38548 -3.92062 -2.32414
C -1.33085 -3.02109 -2.26317
C -0.04220 -3.47588 -2.02719
C 0.18775 -4.82716 -1.83246
S -1.69489 -1.29181 -2.34861
O -2.33808 -0.90949 -1.11757
O -2.44964 -1.04419 -3.55569
N -0.26684 -0.55808 -2.35089
C 0.55509 -0.43909 -3.40896
N 0.37708 -0.97767 -4.62118
C 1.29485 -0.67298 -5.52797
C 2.39012 0.14169 -5.28635
C 2.52009 0.61458 -3.98889
N 1.63326 0.31722 -3.06289
H -1.32221 -7.71528 -1.98625
H 0.29367 -7.39766 -1.71050
H -2.98606 -5.96743 -2.14322
H -3.38764 -3.55615 -2.51243
H 0.77919 -2.77396 -1.97446
H 1.19356 -5.17723 -1.62624
H 1.14604 -1.11119 -6.51073
H 3.11047 0.37150 -6.05673
H 3.35851 1.22707 -3.67408
S 0.96260 -5.48656 3.01767
C 1.06512 -4.17321 1.99653
S 2.57606 -3.42811 1.56531
C 1.73891 -2.20296 0.62341
N 0.45796 -2.35921 0.63876
N 0.09636 -3.47365 1.37868
C -1.30011 -3.76794 1.36836
C -2.18909 -2.70390 1.36577
C -3.54989 -2.95827 1.29320
C -4.01774 -4.26204 1.22583
C -3.11475 -5.31751 1.20956
C -1.75217 -5.07692 1.27073
S 2.60491 -1.03478 -0.28124
H -1.81148 -1.69087 1.36528
H -4.23858 -2.12427 1.26226
H -5.08184 -4.45573 1.16503
H -3.46750 -6.33824 1.12767
H -1.04465 -5.89197 1.23296
C 0.98854 4.49655 3.21382
N -0.00406 3.48321 2.87387
N 0.52451 2.28500 2.39700
C -0.26012 1.78238 1.38628
O -0.06448 0.69419 0.83298
C -1.29657 2.76727 1.19238
C -1.06166 3.78803 2.04594
C -1.73603 5.11185 2.13207
C 1.42704 1.52574 3.19702
C 2.53927 0.95904 2.59856
C 3.37078 0.15015 3.36164
C 3.10886 -0.05222 4.70825
C 2.00164 0.54309 5.30089
C 1.14456 1.32296 4.54206
H 1.69967 4.07027 3.91824
H 0.47922 5.33056 3.69116
H 1.52828 4.84112 2.32828
H -2.09212 2.69061 0.47143
H -2.60536 5.11702 1.47808
H -1.06457 5.90970 1.80506
H -2.06026 5.33097 3.15049
H 2.72501 1.13445 1.54777
H 4.21580 -0.32871 2.88444
H 3.75682 -0.68791 5.29811
H 1.79047 0.37571 6.34929
H 0.25621 1.76422 4.97675



81
Properties=species:S:1:pos:R:3 method="wB97M-V/def2-TZVPD" s2=2.01 total_charge=+2 homo_energy_ev="-11.767 / -11.765" multiplicity=3 orbital_gap_ev="6.93 / 5.98" lumo_ev="-4.84 / -5.78" de_lowest_kcal_mol=2.9
Pd 0.25865 0.28100 -0.08409
S 1.76495 1.61161 5.49400
C 2.33571 1.60255 7.09982
C 2.73167 0.36082 7.48788
C 2.56371 -0.60210 6.45841
C 2.04409 -0.07455 5.31092
C 1.74838 -0.77822 4.05412
C 1.22020 -0.09255 2.94507
N 0.94509 -0.67078 1.79355
C 1.18085 -1.99693 1.64306
C 1.68882 -2.77121 2.68305
C 1.90816 -4.17983 2.46958
C 1.63847 -4.74911 1.27891
C 1.13055 -3.96369 0.18218
C 0.86128 -4.49821 -1.08831
C 0.40876 -3.69736 -2.11296
C 0.22466 -2.33022 -1.81934
N 0.45605 -1.81799 -0.63398
C 0.90773 -2.60400 0.36917
C 0.13123 -4.19417 -3.46808
C -0.30964 -3.48028 -4.54760
C -0.46401 -4.27524 -5.71322
C -0.13653 -5.57706 -5.49189
S 0.36585 -5.84240 -3.88600
C 1.96963 -2.12971 3.89723
H 2.35230 2.51657 7.67127
H 3.12881 0.13875 8.46687
H 2.82428 -1.64424 6.57848
H 1.00937 0.96911 3.00596
H 2.30193 -4.77093 3.28646
H 1.81129 -5.80621 1.12233
H 1.03144 -5.55671 -1.25233
H -0.10058 -1.62973 -2.57650
H -0.51119 -2.41849 -4.52785
H -0.79511 -3.89622 -6.66827
H -0.15524 -6.39642 -6.19244
H 2.37062 -2.71665 4.71414
F -6.60657 0.06337 0.49513
C -5.89948 0.75936 -0.41660
C -4.54826 0.59129 -0.44355
C -3.76943 1.24735 -1.40150
C -2.32540 1.03838 -1.45153
O -1.81451 0.28545 -0.57356
C -1.63021 1.68087 -2.50079
C -2.33355 2.49239 -3.35373
N -3.64631 2.74448 -3.27450
C -4.26671 3.61722 -4.25535
C -3.57306 4.88984 -4.61553
C -4.83188 4.93153 -3.80300
C -4.41072 2.08816 -2.31496
C -5.79878 2.26014 -2.26116
C -6.57385 1.60099 -1.32423
N -7.97465 1.82019 -1.31478
C -8.81326 1.39542 -0.19133
C -10.22177 1.96943 -0.39512
N -10.10213 3.21938 -1.22195
C -9.71908 2.86584 -2.63965
C -8.69714 1.72615 -2.57821
C -0.16680 1.51533 -2.85061
O 0.23232 2.00206 -3.88835
O 0.58660 0.85861 -2.02477
H -4.07675 -0.07712 0.26442
H -1.79360 2.96687 -4.16290
H -4.78105 3.08210 -5.04408
H -3.59807 5.19569 -5.65070
H -2.65215 5.12042 -4.09781
H -5.74282 5.27178 -4.27667
H -4.73364 5.18535 -2.75581
H -6.26498 2.94560 -2.95292
H -8.38949 1.78203 0.73262
H -8.90182 0.31197 -0.09302
H -10.69725 2.21604 0.55041
H -10.87692 1.30258 -0.95134
H -9.35881 3.79680 -0.82463
H -10.96306 3.76612 -1.20542
H -9.31881 3.76928 -3.09406
H -10.62952 2.57564 -3.15983
H -8.01942 1.81520 -3.42081
H -9.19385 0.75424 -2.67277
O -0.46318 3.25291 0.26818
C 0.08602 2.30874 0.53729



81
Properties=species:S:1:pos:R:3 method="wB97M-V/def2-TZVPD" s2=6.02 homo_energy_ev="-6.542 / -8.134" multiplicity=5 orbital_gap_ev="5.99 / 6.64" lumo_ev="-0.55 / -1.49" de_lowest_kcal_mol=19.8
Os -0.20534 3.47052 0.19817
O 5.83436 2.76272 0.13787
C 4.50796 2.93182 0.20067
C 3.81626 3.18312 1.38877
C 2.44396 3.32202 1.35107
N 1.74336 3.22462 0.21127
C 2.39946 2.96572 -0.93443
C 3.76756 2.82422 -0.98413
C 1.46926 2.79372 -2.14473
O 1.93336 2.64132 -3.25213
O 0.22856 2.79862 -1.81743
C 1.56276 3.54142 2.59487
O 2.08446 3.61932 3.68647
O 0.31316 3.57052 2.32867
H 6.25076 2.83492 1.00707
H 4.31326 3.29222 2.34047
H 4.25726 2.63392 -1.92463
Se -0.12554 5.83672 -0.16233
C 0.42176 -1.37228 -0.02163
C -0.60744 -2.42268 0.34577
As -0.08544 -4.30538 -0.08593
C 0.36926 -4.10008 -1.97693
C -0.34484 -3.23278 -2.79673
C -0.04774 -3.12638 -4.14333
C 0.95616 -3.90298 -4.69573
C 1.64186 -4.80728 -3.90073
C 1.34156 -4.91308 -2.55463
C 1.68336 -4.17888 0.76047
C 1.72456 -4.45548 2.12417
C 2.89346 -4.29668 2.84517
C 4.04556 -3.87138 2.20407
C 4.01966 -3.60938 0.84487
C 2.84496 -3.75818 0.12747
P -0.21664 0.38322 0.16227
C -1.61734 0.31332 -1.01633
C -1.22714 0.22152 -2.35453
C -2.16204 0.28382 -3.36723
C -3.50764 0.41172 -3.06263
C -3.90204 0.51072 -1.74003
C -2.96354 0.48822 -0.72393
C -0.87024 0.26272 1.87517
C -0.00274 0.79862 2.82477
C -0.38504 0.95362 4.14117
C -1.65294 0.55742 4.53477
C -2.49004 -0.06358 3.62227
C -2.09914 -0.22708 2.30417
H 0.75556 -1.48238 -1.05783
H 1.30166 -1.45268 0.62467
H -1.56034 -2.22478 -0.15543
H -0.79424 -2.40238 1.42397
H -1.14494 -2.63078 -2.38133
H -0.60214 -2.43318 -4.75973
H 1.19466 -3.81438 -5.74573
H 2.41296 -5.43048 -4.33153
H 1.86796 -5.63358 -1.93553
H 0.81986 -4.79698 2.61857
H 2.90726 -4.50378 3.90527
H 4.96156 -3.74498 2.76327
H 4.91736 -3.27978 0.33977
H 2.83366 -3.54198 -0.93453
H -0.17594 0.13532 -2.59403
H -1.83834 0.24462 -4.39603
H -4.24454 0.44512 -3.85073
H -4.94794 0.60682 -1.49143
H -3.29324 0.61642 0.29537
H 0.98296 1.10182 2.50017
H 0.29026 1.41732 4.84087
H -1.98684 0.71212 5.55017
H -3.46684 -0.41348 3.92987
H -2.75184 -0.75218 1.62547
Br -6.87084 2.98642 0.19177
C -4.99564 3.21632 0.23517
C -4.30944 3.62632 -0.90563
C -2.93704 3.72192 -0.84773
N -2.22334 3.43342 0.25897
C -2.90184 3.07912 1.36587
C -4.27364 2.96242 1.39737
H -4.83644 3.86102 -1.81793
H -2.36764 4.03582 -1.71723
H -2.30474 2.87392 2.24817
H -4.77304 2.67282 2.30577



84
Properties=species:S:1:pos:R:3 method="wB97M-V/def2-TZVPD" homo_energy_ev=-8.571 multiplicity=1 orbital_gap_ev=8.66 lumo_ev=0.09 de_lowest_kcal_mol=0.0
Rb 0.45048 0.17742 0.04675
C -1.33718 -2.34172 4.37622
O -2.10052 -1.11775 4.27236
C -1.80510 -0.63651 3.04205
N -1.16600 -1.37713 2.23774
C -0.99212 -2.67034 2.91480
C 0.37600 -3.27230 2.74692
C 1.47488 -2.46412 2.48845
C 2.74369 -3.01603 2.37914
C 2.92162 -4.38319 2.53813
C 1.82648 -5.19517 2.79895
C 0.55859 -4.64290 2.89904
C -2.28581 0.73350 2.75888
C -2.99132 1.45161 3.71837
C -3.38422 2.74094 3.40856
C -3.05433 3.27015 2.17278
C -2.35783 2.46251 1.28014
N -1.98637 1.22021 1.56078
C -1.95012 2.95926 -0.05569
N -1.52139 2.22688 -0.99486
C -1.18241 3.11801 -2.11765
C -1.40422 4.53055 -1.53857
O -2.01968 4.29474 -0.24806
C 0.21995 2.83852 -2.60731
C 0.43063 2.36489 -3.89615
C 1.71435 2.08109 -4.34592
C 2.79940 2.27474 -3.50406
C 2.59255 2.73257 -2.20896
C 1.31108 3.00660 -1.75536
H -1.95040 -3.08613 4.87674
H -0.44302 -2.12856 4.96502
H -1.73709 -3.35447 2.49317
H 1.35826 -1.39369 2.36001
H 3.58302 -2.36603 2.16633
H 3.91067 -4.81457 2.45184
H 1.96049 -6.26307 2.91604
H -0.29667 -5.28313 3.08766
H -3.19624 1.00983 4.68301
H -3.92579 3.33560 4.13255
H -3.31830 4.27927 1.89121
H -1.88020 2.91334 -2.93334
H -2.08356 5.14484 -2.12459
H -0.47233 5.06831 -1.36841
H -0.42012 2.21631 -4.55209
H 1.86571 1.70523 -5.34988
H 3.80259 2.05822 -3.84834
H 3.42666 2.86346 -1.53166
H 1.18547 3.34266 -0.73231
N 4.23142 0.12078 -0.44461
C 3.86508 -0.37054 -1.62504
N 4.78213 -0.37819 -2.60626
C 4.35115 -0.86090 -3.76155
N 5.21094 -0.81008 -4.81957
N 3.13197 -1.36226 -4.00413
C 2.31461 -1.31969 -2.95632
N 2.59829 -0.83288 -1.76262
C 0.94768 -1.89771 -3.17083
C 0.63286 -2.48524 -4.39218
C -0.62811 -3.03082 -4.56172
C -1.53076 -2.97171 -3.51332
C -1.12925 -2.35842 -2.33586
N 0.07848 -1.83192 -2.16170
H 5.17096 0.46762 -0.36764
H 3.58910 0.23259 0.35163
H 6.18339 -0.67814 -4.59995
H 4.99250 -1.40629 -5.59899
H 1.37675 -2.50257 -5.17374
H -0.90055 -3.49665 -5.50009
H -2.52636 -3.38583 -3.59548
H -1.81057 -2.28570 -1.49426
I -1.31112 1.75017 7.53030
C -0.11112 1.71038 5.82572
C 0.72229 0.62444 5.59622
C 1.47248 0.57198 4.42940
C 1.38415 1.59139 3.48964
C 0.56822 2.68698 3.74973
C -0.17592 2.75688 4.91592
C 2.08286 1.49573 2.14096
O 2.69779 0.41548 1.90503
O 1.91007 2.43432 1.34383
H 0.78170 -0.17430 6.32451
H 2.12468 -0.26829 4.23180
H 0.52445 3.47599 3.00990
H -0.81607 3.60738 5.11073



80
Properties=species:S:1:pos:R:3 method="wB97M-V/def2-TZVPD" s2=6.06 total_charge=+1 homo_energy_ev="-9.933 / -11.424" multiplicity=5 orbital_gap_ev="7.37 / 6.75" lumo_ev="-2.56 / -4.67" de_lowest_kcal_mol=22.4
Pt -0.57563 -0.49563 0.11083
C 1.19712 0.44608 3.59979
C -0.18833 -0.05403 3.42583
N -0.60684 -0.71959 2.35983
C -1.89678 -1.11773 2.58029
C -2.40741 -0.51785 3.85263
N -1.15852 0.05581 4.34362
C -3.02168 -1.45657 4.89841
O -3.74528 -2.44790 4.43085
O -2.82185 -1.23554 6.06410
C -2.61287 -1.85088 1.54460
O -3.67680 -2.40359 1.80782
O -2.04744 -1.88180 0.35783
H 1.59846 0.74074 2.63104
H 1.82501 -0.35490 3.99746
H 1.23225 1.29175 4.28456
H -1.03100 0.25385 5.32609
H -3.71652 -2.50771 3.43908
C 1.21993 0.90925 -4.88522
C 2.20442 1.71770 -4.33070
C 2.72370 1.42105 -3.08032
C 2.26241 0.29982 -2.38707
C 1.26937 -0.50996 -2.94426
C 0.75335 -0.20212 -4.19376
P 2.87490 0.01604 -0.73406
C 4.66799 0.11878 -0.77279
C 5.39344 -0.25565 -1.90819
C 6.77667 -0.17733 -1.89161
C 7.43555 0.28107 -0.75598
C 6.71570 0.66484 0.36798
C 5.33127 0.58774 0.36068
C 2.32327 -1.56119 -0.07435
C 3.31834 -2.54190 0.07716
C 2.98111 -3.83372 0.43298
C 1.64707 -4.16144 0.62900
C 0.66140 -3.19035 0.50832
C 0.97105 -1.87183 0.17863
H 0.81825 1.14365 -5.86343
H 2.56573 2.58360 -4.87056
H 3.47874 2.06176 -2.63993
H 0.91700 -1.38464 -2.41317
H -0.00751 -0.83603 -4.63163
H 4.87858 -0.60972 -2.79298
H 7.34235 -0.47426 -2.76576
H 8.51629 0.34413 -0.75081
H 7.23130 1.03204 1.24579
H 4.76490 0.90135 1.23090
H 4.35773 -2.29278 -0.09613
H 3.75600 -4.58164 0.54446
H 1.36885 -5.17691 0.88414
H -0.37078 -3.46433 0.67833
O 1.33154 3.11751 -0.03526
C 0.46551 2.28643 -0.07625
O 0.74913 0.98255 -0.14268
C -1.01401 2.68454 -0.05981
P -2.13331 1.25140 -0.23075
C -2.87139 1.22752 -1.87024
C -3.78242 0.21226 -2.17326
C -4.28938 0.09529 -3.45724
C -3.87181 0.96790 -4.45414
C -2.93411 1.94971 -4.16716
C -2.43016 2.07946 -2.88105
C -3.36190 1.26652 1.09990
C -2.81310 1.37501 2.35003
C -3.41941 0.70124 3.53824
C -4.83815 0.28491 3.29858
C -5.41553 0.38510 2.08213
C -4.68698 0.81782 0.94183
H -1.16546 3.43249 -0.83296
H -1.21653 3.19287 0.88181
H -4.07211 -0.51080 -1.41861
H -5.00206 -0.68865 -3.68084
H -4.26895 0.87418 -5.45649
H -2.59196 2.62135 -4.94438
H -1.69327 2.84678 -2.68930
H -1.79890 1.74000 2.46919
H -3.36646 1.32656 4.43587
H -5.39862 -0.10495 4.14004
H -6.44858 0.08478 1.95462
H -5.15589 0.79871 -0.03214



78
Properties=species:S:1:pos:R:3 method="wB97M-V/def2-TZVPD" total_charge=+1 homo_energy_ev="-10.946 / -10.687" multiplicity=1 orbital_gap_ev="6.39 / 6.27" lumo_ev="-4.55 / -4.42"
Pd 0.79173 -0.42288 0.28242
O -2.29738 2.98667 0.08664
S -2.84664 2.03936 1.04844
O -3.73287 2.60965 2.02687
O -1.81322 1.14232 1.60664
C -3.76356 0.94101 0.02069
C -5.08190 1.24616 -0.27120
C -5.78614 0.46898 -1.17719
C -5.15213 -0.59690 -1.79506
C -3.83854 -0.91370 -1.47857
C -3.12636 -0.16405 -0.53855
P -1.54567 -0.86154 0.12922
C -2.09913 -1.56301 1.71433
C -3.31287 -2.23879 1.81331
C -3.72010 -2.76850 3.03028
C -2.92583 -2.61324 4.15597
C -1.72972 -1.91144 4.07024
C -1.32388 -1.38119 2.85748
C -1.35302 -2.28137 -1.03127
C -0.65746 -2.01004 -2.21088
C -0.45673 -2.99669 -3.16433
C -0.94428 -4.27835 -2.94615
C -1.63911 -4.55996 -1.77918
C -1.84708 -3.56692 -0.83093
H -5.53108 2.09971 0.21880
H -6.81676 0.70226 -1.40917
H -5.68074 -1.20308 -2.51890
H -3.39043 -1.76320 -1.97202
H -3.95719 -2.33171 0.94787
H -4.66681 -3.28770 3.09952
H -3.24933 -3.01808 5.10582
H -1.12537 -1.75753 4.95436
H -0.41497 -0.79361 2.80164
H -0.27152 -1.01199 -2.39094
H 0.07747 -2.76640 -4.07691
H -0.78877 -5.05202 -3.68644
H -2.03056 -5.55443 -1.60771
H -2.39927 -3.80237 0.07002
C 4.97877 0.60116 -0.59803
C 3.64571 0.70466 -0.18377
N 2.88030 -0.35360 -0.00089
C 3.40745 -1.58786 -0.19531
C 4.72741 -1.78398 -0.60207
C 5.51639 -0.63932 -0.81828
C 5.22429 -3.12242 -0.74264
C 4.44831 -4.17782 -0.42358
C 3.10444 -3.99297 0.05043
C 2.30413 -5.05670 0.50524
C 1.06617 -4.78686 1.01077
C 0.59002 -3.46906 0.99946
N 1.28806 -2.45204 0.53002
C 2.56723 -2.70646 0.11151
H 5.55913 1.50222 -0.73362
H 3.18987 1.66572 0.01139
H 6.54304 -0.75070 -1.14365
H 6.23941 -3.26553 -1.08929
H 4.83154 -5.18666 -0.50476
H 2.68569 -6.06960 0.47077
H 0.43377 -5.56884 1.40609
H -0.39378 -3.24632 1.37833
C 0.58586 3.23489 2.49300
C 0.46431 3.66742 1.07739
C 0.21267 4.96670 0.72193
C 0.13290 5.33515 -0.62181
C 0.27917 4.41724 -1.66477
C 0.43401 3.08823 -1.38975
C 0.52374 2.04676 -2.44922
C 0.54140 2.67203 0.00680
N 0.81690 1.46182 0.32957
H 0.62064 4.09643 3.15668
H 1.48488 2.62926 2.62502
H -0.27040 2.61102 2.75585
H 0.09219 5.71612 1.49301
H -0.04516 6.37499 -0.86624
H 0.21076 4.75259 -2.69150
H 0.32839 2.47284 -3.43144
H -0.21874 1.27297 -2.24191
H 1.50585 1.56938 -2.46758